Record 1
This record from the Open Molecules 2025 dataset describes a structure of composition C19H40GaNOP3. The level of theory is ωB97M-V/def2-TZVPD.

```
65
C19H40GaNOP3 | the Open Molecules 2025 dataset | ωB97M-V/def2-TZVPD
Ga 0.66 0.51 4.53
P 2.37 -0.92 -0.26
P -0.25 2.74 -0.80
P -0.31 -0.40 -2.99
H -1.30 -1.08 5.13
C -0.74 -0.75 4.26
C 0.64 -1.33 4.06
H 1.03 -1.97 4.86
C 3.12 -0.62 1.33
C 2.50 0.55 -1.27
C 3.15 -2.32 -1.06
C -1.96 3.12 -0.24
C 0.65 3.96 0.24
C -0.25 3.70 -2.38
C -0.41 -2.20 -3.39
C -0.40 0.30 -4.69
C -2.03 -0.11 -2.41
H -1.34 -0.63 3.35
H 0.88 -1.68 3.05
H 2.73 -1.32 2.09
H 2.92 0.41 1.66
H 4.21 -0.76 1.23
H 2.36 1.45 -0.66
H 1.73 0.55 -2.07
H 3.49 0.58 -1.74
H 2.93 -3.22 -0.47
H 4.23 -2.15 -1.10
H 2.74 -2.45 -2.07
H -2.27 4.11 -0.59
H -1.99 3.08 0.86
H -2.64 2.35 -0.64
H 0.10 4.91 0.31
H 1.64 4.15 -0.19
H 0.79 3.55 1.25
H -0.97 4.53 -2.31
H -0.52 3.04 -3.21
H 0.76 4.10 -2.56
H -0.46 -2.32 -4.48
H -1.29 -2.65 -2.91
H 0.49 -2.69 -3.00
H -0.92 -0.41 -5.34
H 0.63 0.44 -5.05
H -0.92 1.26 -4.68
H -2.71 -0.74 -2.99
H -2.29 0.95 -2.53
H -2.08 -0.39 -1.35
C -1.38 -3.04 0.19
C -2.61 -2.77 0.90
C -3.66 -3.66 0.88
C -3.56 -4.87 0.17
C -2.36 -5.19 -0.48
C -1.28 -4.33 -0.44
O -0.49 -2.13 0.08
H 0.99 -1.33 -0.11
H -2.66 -1.82 1.43
H -4.58 -3.40 1.40
H -4.41 -5.56 0.14
H -2.28 -6.15 -1.01
H -0.34 -4.57 -0.94
C 1.75 5.07 4.87
C 1.46 3.67 4.75
N 1.23 2.53 4.68
H 1.05 5.65 4.25
H 2.78 5.27 4.54
H 1.65 5.39 5.92
```

The calculation puts the orbital gap (spin up / spin down) at 6.5 / 4.3 eV. The total charge is +3. As for the HOMO energy (spin up / spin down): -15.991 / -15.989 eV.

Record 2
This record from the Open Molecules 2025 dataset describes a cluster of 7 separate species, C19H40O7 in total. The level of theory is ωB97M-V/def2-TZVPD.

```
66
C19H40O7 | the Open Molecules 2025 dataset | ωB97M-V/def2-TZVPD
C -4.24 0.12 -4.38
C -5.66 0.54 -4.62
C -6.56 -0.28 -5.62
O -6.17 1.54 -4.08
H -3.86 0.62 -3.49
H -3.54 0.45 -5.15
H -4.13 -0.94 -4.16
H -6.38 -1.35 -5.58
H -6.38 0.04 -6.65
H -7.60 -0.08 -5.38
C -1.04 -10.06 -3.77
C -1.02 -9.13 -2.59
C -1.41 -7.68 -2.77
O -0.75 -9.55 -1.49
H -1.78 -9.82 -4.53
H -1.26 -11.02 -3.31
H -0.02 -10.09 -4.16
H -1.51 -7.18 -1.81
H -2.38 -7.66 -3.27
H -0.59 -7.24 -3.34
C 5.30 -7.39 0.30
C 5.58 -5.94 0.68
C 6.12 -5.56 2.07
O 5.44 -4.95 -0.10
H 4.75 -7.84 1.12
H 6.14 -8.07 0.19
H 4.72 -7.42 -0.62
H 6.71 -4.65 1.99
H 6.60 -6.37 2.62
H 5.25 -5.24 2.65
C -5.68 5.39 1.82
C -4.48 4.49 1.83
C -4.84 2.99 1.81
O -3.32 4.91 1.68
H -6.55 4.91 2.27
H -5.90 5.64 0.79
H -5.40 6.26 2.41
H -4.68 2.67 2.85
H -4.06 2.46 1.26
H -5.85 2.80 1.46
C 1.21 5.63 9.19
C 2.49 5.23 8.50
C 2.38 4.49 7.14
O 3.63 5.50 8.99
H 1.02 6.65 8.87
H 1.05 5.40 10.25
H 0.42 5.14 8.63
H 3.29 4.15 6.64
H 1.95 5.20 6.43
H 1.72 3.63 7.17
C 3.30 5.19 -2.71
C 3.57 6.47 -3.51
C 2.65 6.70 -4.71
O 4.57 7.13 -3.37
H 3.32 4.40 -3.46
H 2.36 5.18 -2.16
H 4.02 5.02 -1.91
H 2.76 7.63 -5.26
H 1.63 6.44 -4.41
H 2.77 5.88 -5.42
C 1.67 0.04 1.24
O 1.31 -1.00 0.34
H 2.72 0.32 1.19
H 1.04 0.89 0.99
H 1.47 -0.18 2.29
H 2.12 -1.46 0.12
```

The calculation puts the energy relative to the best compared isomer or geometry (same formula, charge and spin) at 226.7 kJ/mol. The calculation puts the orbital gap at 10.0 eV. The structure (SMILES) is CC(C)=O.CC(C)=O.CC(C)=O.CC(C)=O.CC(C)=O.CC(C)=O.CO. As for the HOMO energy: -9.547 eV.

Record 3
This record from the Open Molecules 2025 dataset describes a structure of composition C19H40OP2Ti. The level of theory is ωB97M-V/def2-TZVPD.

```
63
C19H40OP2Ti | the Open Molecules 2025 dataset | ωB97M-V/def2-TZVPD
P 0.53 -1.00 -0.58
P -0.35 -0.37 -2.38
C 0.49 -2.64 -2.44
C 0.10 -1.67 -3.53
H -0.41 -3.23 -2.14
H 1.34 -3.27 -2.68
H 0.88 -1.29 -4.19
H -0.79 -1.91 -4.13
C -1.98 0.19 -2.92
H -2.33 1.07 -2.34
H -2.74 -0.60 -2.83
H -1.91 0.47 -4.01
C 0.82 0.99 -2.81
H 0.89 1.12 -3.91
H 1.85 0.93 -2.42
H 0.38 1.89 -2.35
C -2.20 -3.97 -0.26
H -1.96 -4.99 0.11
H -2.62 -4.06 -1.27
H -2.96 -3.53 0.41
C 2.33 -0.74 -0.41
H 2.46 -0.11 0.50
H 2.85 -0.29 -1.27
H 2.76 -1.75 -0.25
Ti -0.31 -2.90 -0.20
C 0.68 5.01 1.14
C -0.44 5.24 0.45
C -0.83 4.67 -0.90
C -1.66 3.37 -0.91
C -1.16 2.24 -0.05
C 0.06 2.15 0.51
C 1.30 2.82 0.01
C 1.72 3.93 0.95
C 1.46 -4.06 -0.14
H 0.94 5.61 2.02
H -1.16 6.01 0.80
H 0.04 4.58 -1.57
H -1.47 5.45 -1.37
H -2.74 3.63 -0.71
H -1.65 2.99 -1.96
H -1.84 1.38 -0.03
H 0.27 1.40 1.30
H 1.23 3.15 -1.03
H 2.10 2.06 0.00
H 1.90 3.44 1.93
H 2.66 4.37 0.59
H 2.24 -3.60 0.49
H 1.86 -4.35 -1.13
H 1.09 -4.95 0.40
C -1.14 -0.71 2.93
C -0.23 -1.94 2.98
C 1.14 -1.51 3.56
C -0.80 -3.00 3.93
O -0.15 -2.50 1.65
H -1.19 -0.24 3.93
H -2.15 -1.00 2.59
H -0.75 0.05 2.23
H 0.98 -1.02 4.54
H 1.79 -2.39 3.73
H 1.65 -0.77 2.92
H -1.77 -3.35 3.55
H -0.11 -3.85 4.02
H -0.95 -2.58 4.94
```

The calculation puts the orbital gap at 4.9 eV. The total charge is +2. As for the HOMO energy: -13.985 eV.